Version w
{"formula": "C3H9N2O", "method": "ωB97M-V with the def2-TZVPD basis set", "symbols": ["C", "C", "N", "O", "H", "H", "H", "H", "H", "C", "N", "H", "H", "H", "H"], "positions_angstrom": [[-0.97, 1.00, -1.87], [-1.16, 0.50, -0.47], [-2.30, 0.93, 0.25], [-0.35, -0.28, 0.04], [-1.79, 1.66, -2.14], [-0.92, 0.14, -2.53], [-0.01, 1.51, -1.92], [-2.83, 0.10, 0.52], [-1.97, 1.27, 1.15], [2.55, -1.13, 1.62], [2.08, -0.96, 0.46], [1.91, -1.00, 2.48], [3.59, -1.41, 1.76], [2.73, -1.11, -0.31], [1.03, -0.67, 0.27]], "mulliken_charge": [-0.8604, 0.5463, -0.5505, -0.6738, 0.3108, 0.2921, 0.2913, 0.3242, 0.3235, -0.0948, -0.1328, 0.2706, 0.2730, 0.2566, 0.4240], "orbital_gap_ev": 9.36, "total_charge": 1, "lumo_energy_ev": -4.71, "spin_multiplicity": 1}


Version x
{"formula": "C3H9N2O", "method": "ωB97M-V with the def2-TZVPD basis set", "symbols": ["C", "C", "C", "N", "N", "O", "H", "H", "H", "H", "H", "H", "H", "H", "H"], "positions_angstrom": [[-1.63, -0.89, 0.82], [-0.57, -0.96, 0.02], [0.70, -0.20, 0.27], [-0.10, 1.33, -0.92], [1.81, -0.50, -0.38], [0.77, 0.41, 1.39], [-2.58, -1.41, 0.64], [-1.65, -0.27, 1.69], [-0.38, -1.71, -0.86], [-0.15, 2.10, -0.28], [0.59, 1.65, -1.49], [2.61, -0.10, 0.00], [-1.05, 1.18, -1.40], [1.76, -1.07, -1.31], [-0.12, 0.45, 1.83]], "mulliken_charge": [-0.8883, -0.0709, 1.0065, -0.6259, -0.4010, -0.4122, 0.2856, 0.1961, 0.2097, 0.2758, 0.2522, 0.2642, 0.3352, 0.2763, 0.2967], "orbital_gap_ev": 10.96, "total_charge": 1, "lumo_energy_ev": -3.75, "spin_multiplicity": 1}


Which one sits at the bottom of the stability order? version x does.


Version w
{"formula": "C3H9N2O", "method": "ωB97M-V with the def2-TZVPD basis set", "symbols": ["N", "C", "C", "C", "N", "O", "H", "H", "H", "H", "H", "H", "H", "H", "H"], "positions_angstrom": [[-1.33, -0.98, 1.40], [-0.20, -0.08, 0.93], [1.32, -1.01, -0.22], [-0.34, 0.64, -0.26], [0.39, 1.76, -0.68], [-1.45, 0.49, -1.05], [-2.31, -0.56, 1.40], [-1.11, -1.56, 2.17], [-1.39, 0.47, -2.01], [0.39, 0.41, 1.70], [1.80, -0.59, -1.19], [0.90, -1.98, -0.40], [2.15, -1.00, 0.51], [-0.08, 2.54, -1.20], [1.25, 1.46, -1.09]], "mulliken_charge": [-0.4819, -0.2199, -0.8973, 0.6953, -0.4289, -0.4957, 0.2637, 0.2402, 0.3622, 0.3583, 0.3617, 0.3514, 0.3369, 0.3120, 0.2419], "orbital_gap_ev": 9.24, "total_charge": 1, "lumo_energy_ev": -4.90, "spin_multiplicity": 1}


Version x
{"formula": "C3H9N2O", "method": "ωB97M-V with the def2-TZVPD basis set", "symbols": ["C", "C", "C", "N", "N", "O", "H", "H", "H", "H", "H", "H", "H", "H", "H"], "positions_angstrom": [[2.37, 0.62, 0.11], [2.97, -0.55, -0.35], [-2.21, -0.37, 0.14], [-0.33, 1.28, -0.47], [-1.05, 0.44, 0.56], [1.62, 1.42, 0.37], [-1.26, 1.11, 1.24], [3.17, -1.36, 0.47], [2.38, -1.11, -1.14], [3.89, -0.22, -0.95], [-2.45, -0.95, 1.06], [-3.05, 0.23, -0.21], [-2.02, -1.08, -0.70], [-0.72, 2.28, -0.44], [-0.42, 0.95, -1.46]], "mulliken_charge": [0.6661, -0.7547, -0.7318, -0.5947, -0.2429, -0.0112, 0.2328, 0.3315, 0.3152, 0.3324, 0.2785, 0.3237, 0.2710, 0.2946, 0.2895], "orbital_gap_ev": [7.35, 7.35], "total_charge": 1, "lumo_energy_ev": [-4.89, -4.89], "spin_multiplicity": 1}


Version y
{"formula": "C3H9N2O", "method": "ωB97M-V with the def2-TZVPD basis set", "symbols": ["C", "C", "C", "N", "N", "O", "H", "H", "H", "H", "H", "H", "H", "H", "H"], "positions_angstrom": [[-0.27, 0.53, 1.20], [-1.47, -1.14, 0.27], [0.63, -0.57, 0.46], [1.94, -0.37, 0.29], [-1.50, 0.28, 0.53], [-0.06, -1.37, -0.17], [-0.45, 0.15, 2.17], [0.10, 1.59, 1.18], [-1.57, -1.87, 1.16], [-2.22, -1.28, -0.50], [1.13, -1.07, -2.60], [2.29, 0.36, 0.75], [2.27, -0.97, -0.44], [1.71, -0.53, -2.67], [-1.63, 0.60, -0.35]], "mulliken_charge": [-0.4971, -0.3516, 0.6338, -0.2939, -0.3566, -0.2390, 0.3207, 0.4217, 0.2696, 0.3290, -0.0512, 0.2003, 0.2570, 0.0724, 0.2849], "orbital_gap_ev": 11.30, "total_charge": 1, "lumo_energy_ev": -3.95, "spin_multiplicity": 1}


Which one sits at the bottom of the stability order? version x does.


Version w
{"formula": "C3H5NO3", "method": "ωB97M-V with the def2-TZVPD basis set", "symbols": ["N", "C", "O", "C", "O", "C", "O", "H", "H", "H", "H", "H"], "positions_angstrom": [[1.50, 0.86, -0.31], [1.16, -0.44, -0.09], [1.88, -1.25, 0.46], [-0.22, -0.85, -0.62], [-1.19, -0.86, 0.44], [-1.68, 0.32, 0.82], [-1.35, 1.39, 0.37], [0.74, 1.53, -0.45], [2.33, 1.20, 0.16], [-0.57, -0.19, -1.42], [-0.17, -1.88, -0.96], [-2.43, 0.17, 1.60]], "mulliken_charge": [-0.4030, 0.5588, -0.5840, -0.4802, -0.3045, 0.2066, -0.5078, 0.2696, 0.2541, 0.3615, 0.2642, 0.3648], "smiles": "NC(=O)COC=O", "orbital_gap_ev": 10.91, "total_charge": 0, "lumo_energy_ev": 0.82, "spin_multiplicity": 1}


Version x
{"formula": "C3H5NO3", "method": "ωB97M-V with the def2-TZVPD basis set", "symbols": ["C", "C", "N", "C", "O", "O", "O", "H", "H", "H", "H", "H"], "positions_angstrom": [[-1.44, -0.60, 0.79], [-0.43, 0.18, 1.04], [0.66, -0.86, -1.50], [0.24, 0.96, -0.09], [0.02, 0.42, -1.37], [0.07, 0.36, 2.32], [-2.36, -1.26, 0.50], [1.02, 0.19, 2.31], [1.15, -0.82, -2.39], [-0.08, -1.55, -1.57], [1.31, 1.02, 0.13], [-0.17, 1.97, -0.16]], "mulliken_charge": [0.5804, 0.0250, -0.5439, -0.1857, -0.2528, -0.5416, -0.3933, 0.3217, 0.2421, 0.2307, 0.2968, 0.2205], "smiles": "NOCC(O)=C=O", "orbital_gap_ev": 9.08, "total_charge": 0, "lumo_energy_ev": 0.56, "spin_multiplicity": 1}


Version y
{"formula": "C3H5NO3", "method": "ωB97M-V with the def2-TZVPD basis set", "symbols": ["N", "C", "O", "C", "O", "C", "O", "H", "H", "H", "H", "H"], "positions_angstrom": [[0.38, -0.55, -1.52], [0.47, 0.47, -0.43], [1.23, 1.42, -0.52], [0.61, -0.76, 0.37], [-0.33, 0.18, 2.00], [-1.15, 0.79, 1.29], [-1.10, 0.88, 0.00], [-0.55, -0.79, -1.86], [1.06, -0.37, -2.25], [-0.21, -1.46, 0.49], [1.60, -1.09, 0.66], [-2.01, 1.28, 1.76]], "mulliken_charge": [-0.4262, 0.7936, -0.6849, -0.3381, -0.5315, 0.1789, -0.4362, 0.2508, 0.2638, 0.2393, 0.3174, 0.3732], "orbital_gap_ev": 9.79, "total_charge": 0, "lumo_energy_ev": 0.32, "spin_multiplicity": 1}


Which one sits at the bottom of the stability order? version x does.